Record 1
An isolated molecule of C3HClF4N2, computed with ωB97M-V/def2-TZVPD.

Summary:
Largest force on an atom, eV/Å: 10.44
Spin multiplicity: 1
SMILES string: F[C@@H](Cl)C(F)(F)C1(F)N=N1
HOMO-LUMO gap, eV: 10.93
Calculated total energy, Eh: -1083.971731

```
11
Properties=species:S:1:pos:R:3:forces:R:3:mulliken_charge:R:1
F -0.905299 1.077018 -1.355751 -0.08 -0.04 -0.42 -0.2557
C -1.166938 0.689772 -0.062595 6.47 -6.75 -4.64 -0.1517
Cl -2.064260 -0.782388 -0.070135 -0.48 -0.40 0.15 -0.1230
C 0.246542 0.518088 0.587148 -0.76 -1.17 0.16 0.6882
F 0.809120 1.723354 0.720295 -0.18 0.32 0.47 -0.2578
F -0.002921 -0.037503 1.820532 0.68 0.38 -0.40 -0.2919
C 1.240772 -0.365969 -0.229267 -1.86 4.52 2.41 0.7389
F 1.853849 0.441064 -1.062521 1.35 0.25 -1.40 -0.2433
N 0.905631 -1.608749 -0.560525 -1.00 -3.87 -1.72 -0.2478
N 1.805929 -1.531742 0.275296 1.00 -0.64 0.74 -0.3600
H -1.603494 1.397290 0.314200 -5.14 7.41 4.64 0.5039
```
Positions in Å, forces in eV/Å.

***

Record 2
An isolated molecule of C18H20N2O4, computed with ωB97M-V/def2-TZVPD.

Summary:
Largest force on an atom, eV/Å: 2.11
Spin multiplicity: 1
SMILES string: N[C@@H](Cc1ccc(O)cc1)C(=O)N[C@@H](Cc1ccccc1)C(=O)O
HOMO-LUMO gap, eV: 9.22
Calculated total energy, Eh: -1108.417111

```
44
Properties=species:S:1:pos:R:3:forces:R:3:mulliken_charge:R:1
N 1.777121 1.335282 -0.521675 0.97 0.10 -0.45 -0.6953
C 1.269363 -0.009057 -0.856675 0.30 0.10 0.05 0.4069
C 2.336593 -1.060584 -1.186590 -0.13 0.11 0.49 -1.0025
C 3.126938 -0.670067 -2.402038 -0.99 -1.21 0.32 0.0753
C 2.718484 -0.996801 -3.688920 0.64 0.67 -0.87 -0.3113
C 3.466522 -0.544122 -4.775434 0.71 0.63 0.31 -0.6018
C 4.644014 0.208731 -4.591441 0.13 -0.39 0.62 0.7608
O 5.436441 0.700290 -5.597919 -0.48 -0.17 -0.48 -0.5366
C 5.090625 0.459453 -3.284199 -1.46 -0.06 -0.68 -0.7754
C 4.286519 0.023760 -2.228657 1.71 1.22 -0.17 -0.2381
C 0.334792 -0.521521 0.224961 0.64 -1.65 0.15 0.1313
O 0.105207 -1.723976 0.383863 -0.19 1.42 -0.23 -0.6717
N -0.110707 0.444332 1.050397 -1.16 0.69 0.67 -0.2602
C -1.284217 0.192691 1.909762 1.02 -0.34 0.27 -0.0113
C -2.572720 -0.127450 1.155068 -0.14 1.18 -0.03 -1.2156
C -3.811774 0.417908 1.855811 0.37 -0.37 -0.19 0.0414
C -4.478393 -0.312713 2.847586 -0.70 0.56 -0.13 -0.1992
C -5.607276 0.236507 3.472151 0.78 -0.60 -0.78 -0.7012
C -6.055354 1.480668 3.072831 -1.53 0.69 0.71 -0.2330
C -5.426648 2.204269 2.078257 0.84 1.13 -0.62 -0.5685
C -4.275987 1.680248 1.483382 0.02 0.12 0.25 -0.1985
C -0.921061 -0.934736 2.915914 -1.20 -0.57 0.27 0.4547
O -1.707348 -1.757672 3.293596 -0.30 0.11 -0.40 -0.5563
O 0.284985 -0.923487 3.470877 0.80 0.96 -0.25 -0.5255
H 2.517440 1.335953 0.230861 -1.00 -0.28 -1.26 0.2526
H 2.208315 1.664426 -1.407455 -0.14 0.07 1.12 0.3265
H 0.662804 0.117096 -1.763241 -0.08 0.05 0.13 0.2314
H 1.808983 -2.012547 -1.271114 0.24 -0.01 -0.17 0.4306
H 3.022224 -1.133442 -0.326443 -0.25 -0.10 -0.16 0.3537
H 1.823457 -1.545791 -3.941169 -0.17 -0.13 0.44 0.4557
H 3.118122 -0.709317 -5.774131 -0.14 -0.24 -0.47 0.2978
H 5.081616 0.512309 -6.487958 0.04 -0.01 0.76 0.2939
H 5.908237 1.134326 -3.120350 0.46 -0.09 0.03 0.4023
H 4.622296 0.328923 -1.240607 -0.19 -0.29 0.07 0.2722
H 0.075370 1.390724 0.729034 -0.05 -0.18 0.09 0.3727
H -1.455926 1.065750 2.537201 0.23 0.29 -0.04 0.5709
H -2.511114 0.304722 0.134327 0.00 -0.28 0.57 0.4678
H -2.589535 -1.179374 1.104328 -0.37 -1.32 -0.40 0.6092
H -4.201483 -1.319290 3.116832 0.42 -0.01 -0.09 0.4265
H -6.131552 -0.392933 4.182415 -0.08 0.37 0.12 0.3705
H -6.959282 1.905723 3.553120 0.64 -0.29 -0.34 0.3141
H -5.729440 3.241719 1.770407 0.00 -1.27 0.50 0.3037
H -3.692073 2.271504 0.758411 -0.49 -0.35 0.25 0.3112
H 0.759836 -0.162130 3.100554 0.25 -0.23 0.04 0.3684
```
Positions in Å, forces in eV/Å.

***

Record 3
A cluster of 2 separate species, CH2Cl2N2 in total, computed with ωB97M-V/def2-TZVPD.

Summary:
Largest force on an atom, eV/Å: 3.11
Spin multiplicity: 1
HOMO-LUMO gap, eV: 6.07
Calculated total energy, Eh: -1068.969411

```
7
Properties=species:S:1:pos:R:3:forces:R:3:mulliken_charge:R:1
C -2.484234 -0.619523 0.232746 3.08 0.29 0.38 0.3936
N -2.874289 0.500988 0.183707 -0.77 1.78 -0.54 -0.1557
N 0.137223 -0.438392 0.265182 -2.63 0.60 -0.31 -0.5682
Cl -2.519186 -2.243557 0.221528 -0.85 -0.99 -0.18 -0.0499
Cl -4.386510 1.307073 -0.317783 0.49 -0.96 0.38 -0.0403
H -0.065244 -0.020988 -0.670434 0.38 -0.56 0.61 0.2200
H 0.001326 -1.440475 0.158864 0.29 -0.16 -0.34 0.2005
```
Positions in Å, forces in eV/Å.